C25H30N5O11 | the ωB97M-V functional and the def2-TZVPD basis

Last columns: bonded neighbours and bond lengths (Å).
Element x y z (Å)
1 C -0.939 -1.125 -0.769  O2 1.224, O3 1.295, O4 1.329
2 O 0.201 -1.544 -0.620  C1 1.224
3 O -1.656 -1.601 -1.736  C1 1.295, H5 1.043
4 O -1.532 -0.383 0.161  C1 1.329
5 H -0.848 -2.211 -1.987  O3 1.043
6 C -2.569 2.040 -1.731  C7 1.498, C11 1.357, H15 1.058
7 C -2.209 2.742 -3.005  C6 1.498, C8 1.533, H16 1.231
8 C -1.467 4.082 -2.933  C7 1.533, C9 1.532, H17 1.101
9 C -1.155 4.742 -1.586  C8 1.532, C10 1.445, N12 1.435
10 C -1.544 3.949 -0.443  C9 1.445, C11 1.512, H18 1.240
11 C -2.417 2.721 -0.567  C6 1.357, C10 1.512, H19 0.971
12 N -0.514 6.026 -1.618  C9 1.435, O13 1.291, O14 1.212
13 O -0.554 6.824 -0.604  N12 1.291
14 O 0.109 6.364 -2.601  N12 1.212
15 H -3.210 1.199 -1.691  C6 1.058
16 H -2.344 2.248 -4.124  C7 1.231
17 H -1.394 4.696 -3.844  C8 1.101
18 H -1.363 4.571 0.614  C10 1.240
19 H -2.791 2.351 0.249  C11 0.971
20 C 3.598 -3.867 -2.904  C21 1.617, C25 1.421, H29 1.046
21 C 3.237 -2.408 -2.307  C20 1.617, C22 1.482, H30 1.026
22 C 4.204 -1.300 -2.493  C21 1.482, C23 1.591, H31 1.166
23 C 5.495 -1.359 -3.421  C22 1.591, C24 1.474, N26 1.391
24 C 5.829 -2.750 -3.778  C23 1.474, C25 1.596, H32 1.114
25 C 4.872 -4.001 -3.518  C20 1.421, C24 1.596, H33 1.172
26 N 6.428 -0.343 -3.597  C23 1.391, O27 1.270, O28 1.274
27 O 7.544 -0.624 -4.134  N26 1.270
28 O 6.015 0.848 -3.412  N26 1.274
29 H 2.990 -4.718 -2.887  C20 1.046
30 H 2.340 -2.226 -1.844  C21 1.026
31 H 3.953 -0.293 -1.962  C22 1.166
32 H 6.739 -3.227 -4.208  C24 1.114
33 H 5.039 -5.093 -3.910  C25 1.172
34 C -1.408 -3.313 3.955  C35 1.511, C39 1.450, H43 1.046
35 C -0.505 -3.532 5.146  C34 1.511, C36 1.455, H44 1.108
36 C 0.777 -2.844 5.161  C35 1.455, C37 1.460, H45 1.108
37 C 1.093 -1.732 4.270  C36 1.460, C38 1.562, N40 1.495
38 C 0.279 -1.551 2.949  C37 1.562, C39 1.597, H46 1.154
39 C -1.067 -2.407 2.875  C34 1.450, C38 1.597, H47 0.945
40 N 2.425 -1.053 4.294  C37 1.495, O41 1.282, O42 1.224
41 O 2.739 -0.109 3.486  N40 1.282
42 O 3.163 -1.420 5.199  N40 1.224
43 H -2.203 -3.988 3.871  C34 1.046
44 H -0.871 -4.337 5.813  C35 1.108
45 H 1.569 -2.977 5.924  C36 1.108
46 H 0.458 -0.701 2.190  C38 1.154
47 H -1.583 -2.263 2.097  C39 0.945
48 C 1.753 3.374 -0.195  O49 1.242, N50 1.340, H53 0.956
49 O 2.126 4.498 0.179  C48 1.242
50 N 2.512 2.348 0.212  C48 1.340, C51 1.546, C52 1.453
51 C 2.008 0.893 0.079  N50 1.546, H54 1.136, H55 1.015, H56 1.033
52 C 3.676 2.410 1.080  N50 1.453, H57 1.283, H58 1.300, H59 1.057
53 H 1.018 3.205 -0.783  C48 0.956
54 H 2.817 0.199 0.472  C51 1.136
55 H 2.112 0.690 -0.910  C51 1.015
56 H 1.098 0.712 0.532  C51 1.033
57 H 3.207 2.149 2.245  C52 1.283
58 H 4.263 3.570 1.105  C52 1.300
59 H 4.490 1.738 1.032  C52 1.057
60 C -6.023 -0.626 2.298  O61 1.294, N62 1.308, H65 0.984
61 O -6.968 -0.438 3.162  C60 1.294
62 N -6.302 -0.870 1.044  C60 1.308, C63 1.433, C64 1.491
63 C -5.166 -0.801 0.174  N62 1.433, H66 1.101, H67 1.183, H68 1.127
64 C -7.713 -1.006 0.583  N62 1.491, H69 1.226, H70 1.246, H71 1.066
65 H -5.066 -0.648 2.524  C60 0.984
66 H -4.552 -1.639 0.538  C63 1.101
67 H -4.410 0.100 0.297  C63 1.183
68 H -5.458 -0.886 -0.911  C63 1.127
69 H -7.811 -1.823 -0.326  C64 1.226
70 H -8.297 -0.006 0.124  C64 1.246
71 H -8.274 -1.234 1.460  C64 1.066

Values from the calculation:
Total charge ... -1
HOMO ... -5.8 eV
Orbital gap ... 6.100 eV
ΔE to the lowest compared entry with this formula, charge and spin ... 2.582 eV
Electronic energy ... -2071.3770 hartree